Here is C21H13ClIN4O3PdS3 as an isolated structure from the Open Molecules 2025 dataset. Energies are from ωB97M-V/def2-TZVPD.

```
47
Properties=species:S:1:pos:R:3:forces:R:3
C -1.932 -3.728 3.332 -0.041 -0.047 -0.137
C 6.200 -0.017 -0.214 0.045 -0.014 -0.017
H -2.824 -3.765 -2.454 0.015 0.018 0.020
S 2.344 0.756 -1.224 0.211 -0.002 -0.014
C 2.477 1.435 1.130 0.081 0.204 0.040
H 4.911 1.210 2.687 0.004 -0.010 -0.034
H -1.997 4.152 -3.300 -0.019 -0.015 0.016
S -2.190 1.000 1.188 -0.016 0.198 -0.036
C -1.620 -2.298 -1.440 -0.045 0.084 -0.019
C 4.956 0.882 1.655 0.059 0.003 0.097
H 7.134 -0.390 -0.614 -0.006 0.000 0.014
S 1.981 1.903 2.689 0.025 -0.007 0.021
C -1.398 -2.497 0.838 0.249 0.069 0.210
H -3.405 -4.944 -0.345 0.005 0.013 0.005
O 1.665 -0.516 -1.356 0.149 0.101 -0.118
I -0.250 -1.931 5.049 0.025 0.025 -0.041
Cl -3.516 -5.573 2.250 -0.028 -0.038 -0.015
C -2.223 -3.615 0.877 -0.160 -0.236 0.128
C 3.848 0.948 0.831 -0.130 0.087 0.114
H -3.936 5.443 -2.405 0.016 -0.028 0.011
Pd -0.182 0.163 0.078 -0.800 -0.296 -0.039
N -1.223 1.786 -1.080 -0.081 -0.217 0.025
H -4.638 4.981 -0.831 0.009 -0.006 -0.008
N 1.648 1.475 0.130 0.172 -0.162 0.125
C -1.132 2.561 -2.161 0.199 -0.174 -0.063
C 5.085 0.050 -1.044 0.025 -0.001 -0.022
H 7.024 0.331 1.734 -0.018 -0.002 -0.017
C -4.257 4.611 -1.781 0.029 -0.086 0.032
H -1.364 -1.741 -2.332 -0.009 0.018 -0.015
N -1.127 -1.845 -0.303 -0.060 0.280 0.106
H -5.077 4.102 -2.291 0.004 0.005 0.014
C -0.721 -2.004 2.059 -0.276 -0.234 0.020
O 0.108 -1.090 1.990 0.270 0.172 -0.020
C -2.482 -4.220 2.158 -0.015 0.035 0.014
C 3.923 0.534 -0.486 0.125 -0.020 -0.134
C -1.071 -2.650 3.309 0.119 0.106 -0.189
C -2.258 1.996 -0.242 -0.098 0.027 0.066
O 2.357 1.650 -2.329 0.025 0.070 -0.064
H -0.276 2.401 -2.806 0.003 -0.018 0.005
C -3.146 3.634 -1.541 -0.225 0.133 0.171
C -2.758 -4.078 -0.337 -0.041 -0.097 0.014
N -3.229 2.879 -0.442 0.197 -0.039 -0.129
C -2.079 3.517 -2.430 0.013 0.079 -0.108
H 5.131 -0.259 -2.080 0.000 0.004 0.035
C 6.138 0.391 1.115 -0.023 0.002 -0.025
C -2.441 -3.428 -1.501 0.024 0.024 -0.014
H -2.180 -4.207 4.269 -0.008 -0.007 -0.022
```
Positions in Å, forces in eV/Å.

Values from the calculation:
- expectation value of S² = 6.048
- LUMO (alpha / beta) (eV) = -3.71 / -6.03
- E_tot (eV) = -90691.45231
- spin multiplicity = 5
- net charge = +1
- largest force on an atom (eV Å⁻¹) = 0.854
- relative energy (zero: lowest compared OMol25 entry of this formula, charge and spin) (kcal per mole) = 11.0